No. 1
# C12H21NO11S2Ti

C12H21NO11S2Ti as an isolated structure in a non-equilibrium geometry (ωB97M-V with the def2-TZVPD basis set, the OMol25 dataset).

Results
charge: -1
E_HOMO (spin up / spin down): -2.32 / -2.40 eV
Kohn-Sham gap (spin up / spin down): 0.131 / 0.139 Eh
DFT total energy: -2997.83540 Ha
expectation value of S²: 3.786
multiplicity: 4

Geometry as XYZ:
```
48
Properties=species:S:1:pos:R:3:mulliken_charge:R:1
Ti 1.336 -1.801 0.213 0.87
S 3.666 -5.257 -1.159 1.15
O 4.650 -6.008 -0.459 -0.71
O 2.340 -5.235 -0.559 -0.76
O 4.000 -3.835 -1.136 -0.77
O 3.575 -5.778 -2.558 -0.76
C 3.339 6.254 2.364 -0.24
C 4.322 5.857 3.416 -0.23
O 4.392 4.444 3.239 -0.32
C 3.606 4.013 2.325 0.72
O 3.405 2.817 2.021 -0.60
O 2.949 5.002 1.728 -0.33
H 3.735 6.906 1.586 0.27
H 2.497 6.714 2.881 0.23
H 4.040 6.128 4.433 0.26
H 5.284 6.320 3.198 0.23
C 1.825 -3.215 -6.871 -0.21
C 1.503 -2.026 -6.081 -0.24
O 0.415 -1.435 -6.735 -0.33
C 0.387 -1.820 -8.024 0.72
O -0.373 -1.346 -8.852 -0.57
O 1.276 -2.827 -8.153 -0.35
H 1.504 -4.213 -6.573 0.24
H 2.907 -3.341 -6.897 0.24
H 2.404 -1.454 -5.859 0.25
H 1.142 -2.303 -5.091 0.26
C -6.735 0.882 -0.635 -1.06
C -6.340 1.127 -2.142 -0.42
C -5.223 0.200 -2.634 -0.53
C -3.860 0.348 -2.061 0.22
N -2.789 0.496 -1.704 -0.37
H -7.054 1.810 -0.160 0.29
H -5.972 0.429 -0.002 0.33
H -7.505 0.122 -0.508 0.32
H -6.118 2.166 -2.386 0.35
H -7.189 0.891 -2.783 0.28
H -5.135 0.352 -3.710 0.30
H -5.607 -0.819 -2.583 0.29
C 1.145 -0.380 7.216 -0.87
S -0.304 -0.383 6.023 0.47
O 0.198 -1.100 4.801 -0.58
C -1.243 -1.712 6.961 -0.94
H 1.870 0.426 7.100 0.33
H 1.432 -1.431 7.185 0.29
H 0.685 -0.137 8.174 0.31
H -1.470 -1.306 7.947 0.35
H -0.762 -2.675 7.130 0.34
H -2.149 -1.867 6.375 0.29
```



No. 2
# C9H35B3NO3Sn

C9H35B3NO3Sn as an isolated structure in a non-equilibrium geometry (ωB97M-V with the def2-TZVPD basis set, the OMol25 dataset).

Results
charge: -1
relative energy (zero: lowest compared OMol25 entry of this formula, charge and spin): 16.103 eV
E_HOMO: -1.75 eV
Kohn-Sham gap: 0.171 Eh
DFT total energy: -932.31690 Ha

Geometry as XYZ:
```
52
Properties=species:S:1:pos:R:3:mulliken_charge:R:1
Sn 0.603 0.003 1.087 -1.79
B 0.326 2.231 1.760 2.75
H 1.105 1.810 2.376 -0.43
H -0.512 1.578 1.571 0.39
H 0.016 3.151 2.230 -0.47
H 0.790 2.405 0.801 -0.10
B 1.458 -2.292 1.324 1.77
H 2.078 -2.630 2.139 -0.33
H 0.555 -1.893 1.760 -0.42
H 1.932 -1.452 0.841 -0.41
H 1.231 -3.069 0.611 -0.41
B -0.751 2.010 -0.348 -0.07
H -0.011 2.795 -0.365 0.73
H -1.623 2.312 0.212 -0.10
H -0.988 1.678 -1.347 0.29
H -0.286 1.207 0.203 -2.39
C -1.347 0.885 4.087 -0.98
O -1.375 0.609 2.671 -0.08
C -2.573 -0.096 2.309 -0.91
C -2.593 -0.319 0.795 -0.93
N -1.458 -1.040 0.174 -0.05
C -1.387 -0.768 -1.288 -0.21
C -0.286 -1.633 -1.919 -1.33
O 0.979 -1.419 -1.267 0.76
C 2.017 -2.273 -1.627 -1.81
H -0.410 1.379 4.343 0.24
H -1.417 -0.014 4.699 0.32
H -2.159 1.574 4.317 0.30
H -3.449 0.466 2.634 0.46
H -2.551 -1.039 2.856 0.46
H -2.772 0.581 0.205 0.41
H -3.441 -0.957 0.547 0.54
H -1.535 -2.042 0.280 0.40
H -1.306 0.305 -1.463 0.03
H -2.323 -1.015 -1.790 0.52
H -0.323 -1.552 -3.006 0.42
H -0.576 -2.674 -1.775 0.65
H 2.182 -2.195 -2.701 0.40
H 1.696 -3.311 -1.529 0.31
H 2.980 -2.108 -1.145 0.31
C 2.784 0.309 -1.991 -0.40
C 1.453 1.118 -1.790 0.54
C 0.494 0.717 -2.891 -1.76
O 0.863 0.905 -0.518 -0.36
H 3.624 0.605 -1.362 0.35
H 3.145 0.260 -3.018 0.42
H 2.547 -0.733 -1.778 -0.47
H 1.704 2.179 -1.794 0.58
H -0.466 1.232 -2.855 0.51
H 0.273 -0.345 -2.993 -0.05
H 0.906 0.992 -3.862 0.60
H 0.178 1.570 -0.411 -0.21
```



No. 3
# C57H50N2O3P2SW

C57H50N2O3P2SW as an isolated structure in a non-equilibrium geometry (ωB97M-V with the def2-TZVPD basis set, the OMol25 dataset).

Results
charge: +3
relative energy (zero: lowest compared OMol25 entry of this formula, charge and spin): 0.602 eV
E_HOMO (spin up / spin down): -15.74 / -15.73 eV
Kohn-Sham gap (spin up / spin down): 0.207 / 0.221 Eh
DFT total energy: -3684.44181 Ha
expectation value of S²: 0.764
multiplicity: 2

Geometry as XYZ:
```
116
Properties=species:S:1:pos:R:3:mulliken_charge:R:1
W 0.000 -0.643 0.808 1.81
N -0.623 -0.035 2.976 -0.06
C -1.994 -0.113 3.460 0.44
C -2.548 0.956 4.134 -0.75
C -3.837 0.855 4.638 -0.72
C -4.545 -0.328 4.477 -1.29
C -3.964 -1.397 3.810 -0.56
C -2.672 -1.305 3.294 0.57
C -2.085 -2.418 2.516 0.31
C -2.417 -3.714 2.879 -0.70
C -2.027 -4.814 2.118 -1.29
C -1.323 -4.625 0.940 -1.32
C -0.967 -3.342 0.574 -0.85
C -1.301 -2.208 1.344 1.58
H -0.292 0.906 3.158 0.18
H -0.082 -0.670 3.552 0.67
H -1.970 1.863 4.287 0.64
H -4.282 1.692 5.164 0.49
H -5.548 -0.421 4.875 0.47
H -4.533 -2.309 3.668 0.58
H -2.978 -3.870 3.792 0.69
H -2.294 -5.815 2.441 0.46
H -1.039 -5.465 0.316 0.60
H -0.412 -3.224 -0.341 0.84
C -0.298 1.207 -5.353 -1.43
C 0.608 2.233 -4.632 1.99
C 1.080 3.270 -5.645 -2.54
C 1.758 1.478 -3.988 0.23
C 3.048 1.424 -4.490 0.01
C 4.015 0.625 -3.893 -1.54
C 3.699 -0.151 -2.795 -0.10
C 2.417 -0.087 -2.238 -0.59
P 1.990 -1.198 -0.854 2.67
C 3.600 -1.192 0.020 0.54
C 4.254 -2.363 0.393 -0.60
C 5.501 -2.302 1.003 -0.71
C 6.103 -1.076 1.243 -0.83
C 5.463 0.098 0.858 -0.75
C 4.219 0.041 0.250 -0.43
C 1.871 -2.831 -1.662 1.05
C 1.732 -3.995 -0.896 -0.96
C 1.713 -5.240 -1.503 -0.75
C 1.825 -5.343 -2.885 -1.00
C 1.956 -4.196 -3.653 -0.75
C 1.976 -2.944 -3.050 -1.18
C 1.491 0.743 -2.842 -0.76
O 0.248 0.840 -2.236 -0.44
C -0.363 2.084 -2.341 -1.22
C -1.111 2.510 -1.256 0.27
C -1.624 3.808 -1.288 -0.46
C -1.437 4.602 -2.404 -1.31
C -0.739 4.115 -3.500 -0.35
C -0.176 2.848 -3.483 0.16
P -1.547 1.416 0.143 2.38
C -3.293 0.991 -0.176 -0.04
C -4.104 1.804 -0.971 -0.86
C -5.449 1.504 -1.126 -0.83
C -6.000 0.388 -0.510 -1.02
C -5.193 -0.440 0.258 -1.01
C -3.849 -0.139 0.417 0.28
C -1.581 2.650 1.481 0.47
C -2.780 3.175 1.951 0.01
C -2.767 4.235 2.851 -0.78
C -1.563 4.760 3.296 -0.93
C -0.360 4.228 2.839 -0.75
C -0.368 3.184 1.926 -0.64
H 0.270 0.686 -6.128 0.40
H -1.140 1.717 -5.827 0.41
H -0.698 0.460 -4.661 0.14
H 1.649 2.792 -6.444 0.57
H 1.704 4.040 -5.182 0.48
H 0.224 3.753 -6.120 0.53
H 3.309 2.001 -5.368 0.45
H 5.019 0.598 -4.296 0.47
H 4.446 -0.807 -2.369 0.76
H 3.815 -3.328 0.191 0.34
H 6.011 -3.220 1.271 0.50
H 7.080 -1.032 1.711 0.47
H 5.948 1.056 1.009 0.51
H 3.738 0.957 -0.071 0.52
H 1.664 -3.942 0.181 0.67
H 1.623 -6.135 -0.897 0.56
H 1.812 -6.316 -3.362 0.44
H 2.052 -4.271 -4.729 0.50
H 2.074 -2.065 -3.673 0.34
H -2.153 4.207 -0.431 0.65
H -1.838 5.607 -2.421 0.48
H -0.624 4.743 -4.375 0.44
H -3.703 2.664 -1.487 0.41
H -6.068 2.148 -1.739 0.50
H -7.051 0.161 -0.635 0.44
H -5.610 -1.324 0.728 0.53
H -3.233 -0.792 1.000 0.42
H -3.724 2.755 1.621 0.33
H -3.705 4.653 3.200 0.50
H -1.559 5.593 3.988 0.44
H 0.577 4.650 3.181 0.47
H 0.565 2.814 1.523 0.57
O 1.478 0.471 1.573 -0.71
N 2.277 0.192 2.617 0.69
C 2.958 1.223 3.164 -0.32
C 3.790 0.987 4.217 -1.04
C 3.939 -0.325 4.684 -0.50
C 3.252 -1.354 4.079 -1.22
C 2.386 -1.087 3.017 1.03
S 1.409 -2.260 2.227 -0.18
H 2.800 2.193 2.714 0.56
H 4.327 1.811 4.665 0.54
H 4.596 -0.530 5.521 0.49
H 3.351 -2.379 4.407 0.58
C -2.182 -1.934 -1.738 -1.28
O -1.063 -1.178 -1.192 0.70
H -1.811 -2.618 -2.498 0.46
H -2.905 -1.239 -2.158 0.39
H -2.642 -2.492 -0.932 0.35
H -0.668 -0.629 -1.890 -0.02
```